Record 1
{
  "formula": "C7H14",
  "method": "the ωB97M-V functional and the def2-TZVPD basis",
  "elements": ["C", "C", "C", "C", "C", "C", "C", "H", "H", "H", "H", "H", "H", "H", "H", "H", "H", "H", "H", "H", "H"],
  "coordinates": [[0.1678, -1.4123, 0.0733], [1.2566, -0.6713, -0.1342], [1.2866, 0.7083, -0.7476], [0.3675, 1.7341, -0.0694], [-1.1246, 1.5425, -0.3524], [-1.7589, 0.2912, 0.2588], [-1.2471, -1.0415, -0.3047], [0.2992, -2.3884, 0.5399], [2.2193, -1.0921, 0.1558], [2.3161, 1.0833, -0.7204], [1.0174, 0.6464, -1.8139], [0.5420, 1.7139, 1.0154], [0.6563, 2.7352, -0.4146], [-1.2800, 1.5284, -1.4424], [-1.6648, 2.4223, 0.0218], [-1.6108, 0.2997, 1.3474], [-2.8431, 0.3390, 0.0898], [-1.9178, -1.8405, 0.0312], [-1.3330, -1.0178, -1.4028], [2.4866, -3.1258, 1.9422], [2.1648, -2.4543, 1.9266]],
  "forces_ev_per_a": [[0.138, 0.074, -0.020], [-0.124, -0.103, 0.044], [0.010, 0.008, -0.046], [0.004, 0.036, 0.022], [-0.014, 0.031, -0.021], [-0.018, 0.008, 0.038], [-0.039, -0.008, -0.035], [0.001, 0.140, -0.111], [-0.162, 0.083, -0.026], [-0.151, -0.064, 0.004], [0.019, -0.005, 0.132], [-0.021, -0.004, -0.150], [-0.041, -0.133, 0.040], [0.019, -0.008, 0.147], [0.073, -0.131, -0.059], [-0.009, 0.005, -0.137], [0.165, -0.009, 0.032], [0.097, 0.111, -0.058], [0.016, 0.018, 0.142], [-0.025, 0.078, 0.020], [0.061, -0.127, 0.044]],
  "e_homo_ev": -9.121,
  "smiles": "C1=CCCCCC1.[H][H]",
  "relative_energy_kcal_mol": 33.2,
  "orbital_gap_ev": 10.36
}



Record 2
{
  "formula": "C5H14N2",
  "method": "the ωB97M-V functional and the def2-TZVPD basis",
  "elements": ["C", "C", "C", "C", "N", "C", "N", "H", "H", "H", "H", "H", "H", "H", "H", "H", "H", "H", "H", "H", "H"],
  "coordinates": [[2.3135, -1.5554, -0.5862], [1.3961, -0.4156, -0.0775], [-0.0937, -0.7701, -0.2442], [-0.4230, -1.2121, -1.6537], [-0.9644, 0.2881, 0.2014], [-0.5672, 1.3269, 1.1548], [-1.5990, 2.3404, 1.3320], [3.2092, -1.6145, 0.0177], [1.7066, -2.4546, -0.4547], [2.4533, -1.5701, -1.6627], [1.5644, -0.4974, 0.9955], [1.6618, 0.4892, -0.6210], [-0.1818, -1.6385, 0.4282], [-0.3856, -0.3662, -2.3464], [0.2244, -2.0078, -1.9969], [-1.4621, -1.5572, -1.6784], [-1.5472, 0.6595, -0.5338], [-0.2980, 0.8502, 2.1051], [0.4202, 1.6869, 0.8355], [-2.2562, 1.8314, 1.9215], [-2.0706, 2.3871, 0.4316]],
  "forces_ev_per_a": [[-1.601, -0.253, -0.029], [0.401, -1.410, -0.660], [1.184, -0.036, 0.334], [-0.967, 0.427, 0.074], [-1.299, 0.056, 0.079], [1.564, -0.928, -0.478], [0.265, -1.205, 0.051], [0.339, -0.093, -0.352], [0.407, -0.433, 0.444], [0.603, 0.452, -0.068], [0.206, 1.292, 0.121], [0.014, 0.444, 0.665], [-0.387, -0.092, -0.115], [0.284, -0.010, -0.022], [0.033, -0.101, -0.080], [0.107, -0.164, -0.064], [0.162, 0.044, -0.091], [-0.536, 0.066, 0.170], [-0.376, 0.938, -0.052], [-0.341, 0.540, 0.009], [-0.062, 0.467, 0.063]],
  "e_homo_ev": -8.340,
  "smiles": "CC[C@H](C)NCN",
  "relative_energy_kcal_mol": 27.5,
  "orbital_gap_ev": 9.41
}



Record 3
{
  "formula": "C8H9BrF2N3O",
  "method": "the ωB97M-V functional and the def2-TZVPD basis",
  "elements": ["C", "C", "C", "C", "C", "C", "C", "C", "N", "N", "N", "O", "F", "F", "Br", "H", "H", "H", "H", "H", "H", "H", "H", "H"],
  "coordinates": [[-0.8497, -3.0142, 0.8385], [-1.5665, -2.3551, -0.1230], [0.9439, -1.4548, 0.5344], [0.4320, -2.5426, 1.1868], [-1.0358, -1.2175, -0.7669], [0.7518, 0.3687, -0.9648], [0.7722, 2.5158, 1.0442], [-0.2160, 1.9923, 0.0510], [1.6137, 0.7013, -1.7519], [0.2213, -0.8228, -0.4285], [-1.6917, -0.5565, -1.7217], [1.3236, 1.4054, 1.7149], [-1.2974, 1.3794, 0.5505], [-0.6030, 2.8149, -0.9139], [1.4491, -3.3981, 2.5301], [-1.2562, -3.8804, 1.3351], [-2.5530, -2.6902, -0.3990], [1.9110, -1.0310, 0.7598], [1.5339, 3.0862, 0.4931], [0.2457, 3.1910, 1.7377], [2.1844, 0.0520, -2.2883], [-2.6388, -0.8072, -1.9582], [-1.3460, 0.3161, -2.0891], [1.8177, 1.7172, 2.4833]],
  "forces_ev_per_a": [[0.158, 0.434, -0.218], [0.130, 0.004, 0.130], [0.020, -0.817, 0.724], [0.408, 0.196, -0.044], [0.029, -0.295, 0.113], [-2.260, 4.201, 2.482], [0.020, 0.470, 0.002], [1.074, -3.363, -2.251], [0.937, 0.075, -0.868], [-0.252, -0.955, -0.294], [-0.026, 0.184, -0.185], [0.005, -0.093, 0.034], [0.145, 0.291, 0.387], [0.273, 0.174, 0.383], [-0.201, 0.174, -0.273], [-0.074, -0.083, 0.042], [-0.100, -0.005, -0.059], [-0.037, 0.038, -0.041], [-0.210, -0.099, 0.055], [0.060, -0.078, -0.166], [-0.113, -0.381, 0.069], [0.101, -0.023, 0.111], [-0.001, -0.005, -0.041], [-0.085, -0.044, -0.093]],
  "e_homo_ev": -12.681,
  "relative_energy_kcal_mol": 0.0,
  "total_charge": 1,
  "orbital_gap_ev": 8.54
}